C2H4Cl3N | wB97M-V/def2-TZVPD

Structure (XYZ):
```
10
Properties=species:S:1:pos:R:3
Cl 1.21 1.49 -1.13
Cl 2.42 0.21 1.17
Cl 0.90 -1.77 -0.74
N 0.09 -0.57 0.38
C -1.22 -0.35 -0.14
C 0.89 0.58 0.45
H 0.26 1.22 0.96
H -1.52 0.58 0.41
H -1.29 -0.06 -1.31
H -1.73 -1.33 -0.05
```

Computed properties:
* ΔE to the lowest compared entry with this formula, charge and spin: 168.4 kJ/mol
* Kohn-Sham gap: 10.43 eV
* SMILES: CN(Cl)C(Cl)Cl
* lowest unoccupied orbital energy: 0.14 eV
* HOMO: -10.3 eV

Löwdin analysis output, partial charges in e:
1 Cl 0.4841
2 Cl 0.6168
3 Cl 0.5630
4 N -0.5791
5 C -0.2143
6 C -1.2010
7 H 0.0357
8 H 0.1007
9 H 0.1137
10 H 0.0804

C12H11F3N4 | wB97M-V/def2-TZVPD

Structure (XYZ):
```
30
Properties=species:S:1:pos:R:3
F -1.39 -3.07 2.89
F 0.76 -3.73 2.67
F 0.28 -2.05 3.70
N -0.58 0.12 0.14
N 0.70 -2.38 0.34
N -0.70 -0.62 1.33
N 4.03 -1.47 -4.54
C 1.59 0.02 -2.85
C -0.13 -2.75 2.67
C 2.05 -1.86 -1.52
C 3.33 -1.44 -3.66
C 0.60 0.45 -2.00
C -1.71 1.88 1.35
C 0.35 -0.33 -0.84
C 2.36 -1.11 -2.66
C -1.21 1.46 -0.01
C 1.08 -1.50 -0.61
C -0.09 -1.90 1.35
C -2.21 3.35 1.22
H -2.64 3.70 2.11
H 1.79 0.51 -3.78
H 0.03 1.24 -2.23
H -0.79 -0.12 2.22
H -0.78 1.95 1.97
H -1.44 4.15 0.89
H -2.99 3.38 0.57
H -0.45 2.21 -0.30
H 2.60 -2.78 -1.42
H -2.51 1.24 1.73
H -1.93 1.44 -0.72
```

Computed properties:
* ΔE to the lowest compared entry with this formula, charge and spin: 139.1 kJ/mol
* Kohn-Sham gap: 7.26 eV
* SMILES: CCCN1NC(C(F)(F)F)=Nc2cc(C#N)ccc21
* lowest unoccupied orbital energy: -0.14 eV
* HOMO: -7.4 eV

Löwdin analysis output, partial charges in e:
1 F 0.1697
2 F 0.1795
3 F 0.1530
4 N -0.0587
5 N 0.1607
6 N 0.0934
7 N 0.1577
8 C -0.0332
9 C -0.6170
10 C 0.0393
11 C -0.1966
12 C 0.0030
13 C -0.2281
14 C -0.0967
15 C -0.2266
16 C -0.1646
17 C -0.2596
18 C -0.0839
19 C -0.0909
20 H 0.0506
21 H 0.1116
22 H 0.0631
23 H 0.1359
24 H 0.1282
25 H 0.1199
26 H 0.0248
27 H 0.1302
28 H 0.1186
29 H 0.1217
30 H 0.0948

CNa8O3 | wB97M-V/def2-TZVPD

Structure (XYZ):
```
12
Properties=species:S:1:pos:R:3
Na 0.84 0.83 4.04
Na -1.87 -0.56 -2.32
Na 0.40 -3.50 -0.85
Na 1.97 -0.49 -2.19
Na -2.01 2.16 0.40
Na -0.05 2.61 -2.88
Na -1.37 -2.23 2.55
Na 2.66 1.34 0.46
O -0.24 0.49 -0.92
O 0.44 0.58 1.14
O -0.65 -1.16 0.37
C -0.13 -0.07 0.20
```

Computed properties:
* ΔE to the lowest compared entry with this formula, charge and spin: 552.9 kJ/mol
* total charge: +6
* Kohn-Sham gap: 8.55 eV
* lowest unoccupied orbital energy: -20.91 eV
* HOMO: -29.5 eV

Löwdin analysis output, partial charges in e:
1 Na 0.9402
2 Na 0.8771
3 Na 0.9304
4 Na 0.9082
5 Na 0.9110
6 Na 0.9326
7 Na 0.9127
8 Na 0.8873
9 O -0.1518
10 O -0.0850
11 O -0.0270
12 C -1.0357

C3H2Cl2O | wB97M-V/def2-TZVPD

Structure (XYZ):
```
8
Properties=species:S:1:pos:R:3
Cl -1.97 0.30 -0.66
Cl 3.27 0.99 -0.20
O 2.87 -1.61 -0.31
C 0.60 -0.10 -0.17
C 2.48 -0.50 -0.14
C -0.72 -0.01 0.33
H -0.77 0.09 1.33
H 0.75 0.15 -1.19
```

Computed properties:
* ΔE to the lowest compared entry with this formula, charge and spin: 299.8 kJ/mol
* Kohn-Sham gap: 9.91 eV
* lowest unoccupied orbital energy: 0.47 eV
* HOMO: -9.4 eV

Löwdin analysis output, partial charges in e:
1 Cl 0.7127
2 Cl 0.7329
3 O 0.0599
4 C -0.0539
5 C -0.7844
6 C -0.6978
7 H 0.0117
8 H 0.0190

C29H53FNO25S6 | wB97M-V/def2-TZVPD

Structure (XYZ):
```
115
Properties=species:S:1:pos:R:3
S -2.83 6.55 4.23
S 2.38 2.04 2.32
S 2.54 -6.05 -1.85
S 1.69 -2.83 -6.01
S 6.00 2.28 1.31
S 0.94 -1.47 4.36
F -4.80 0.82 1.32
O 1.18 -5.62 -1.93
O 6.04 2.86 2.61
O -1.84 6.55 5.25
O 2.60 -3.93 -6.06
O 3.28 0.81 2.86
O 2.26 2.84 3.72
O 7.19 2.91 0.42
O 3.16 2.81 1.42
O 1.09 1.53 1.99
O 4.82 2.25 0.52
O 0.75 -0.15 4.86
O 6.58 0.77 1.41
O 0.67 -3.08 -4.79
O -2.48 5.37 3.18
O -3.17 7.72 3.49
O 2.22 -1.99 4.04
O -1.99 3.62 -2.66
O -4.19 5.91 4.83
O 2.13 -1.48 -5.98
O 0.63 -2.99 -7.22
O 3.49 -4.79 -2.17
O 3.07 -6.73 -0.72
O 0.20 -2.51 5.36
O 2.88 -6.92 -3.17
O -0.03 -1.67 3.09
N -2.06 2.36 -2.29
C 8.27 1.97 0.32
C 3.65 -6.12 -4.08
C -3.65 0.40 -1.88
C 4.41 -5.14 -3.21
C 1.88 -1.10 -0.68
C -1.37 2.26 -0.96
C -1.08 -2.83 4.83
C -0.67 -3.10 -5.28
C -4.01 2.07 -3.76
C 0.77 -2.07 -1.20
C 3.73 1.08 4.19
C 7.62 0.61 0.44
C -1.90 1.10 -0.01
C -1.57 -1.03 -1.48
C 2.66 1.98 4.79
C -2.66 -0.09 -0.74
C -0.63 -1.83 -0.47
C -3.32 -1.00 0.38
C -0.56 -3.60 -6.71
C -4.43 2.88 -1.39
C -5.20 -1.47 2.11
C 0.18 2.00 -1.28
C -4.62 4.85 3.97
C -3.35 4.26 3.40
C -0.91 -2.77 3.32
C 2.56 -0.24 -0.18
C -4.73 -0.54 0.90
C -3.48 1.95 -2.25
C -1.40 3.60 -0.10
H -1.29 -3.75 -4.67
H -5.21 4.12 4.52
H -5.50 -0.67 0.08
H -5.50 2.65 -1.67
H 3.04 2.56 5.64
H -3.39 -0.16 -2.84
H -5.78 -0.88 2.87
H 8.95 2.15 1.15
H 0.56 2.94 -1.80
H -0.77 4.42 -0.53
H -2.87 3.59 4.12
H 0.78 1.89 -0.34
H 4.69 1.60 4.13
H -1.01 -0.49 -2.29
H -1.08 -2.87 -0.33
H -2.20 -1.82 -2.01
H -1.41 -3.81 5.18
H -2.44 3.95 0.17
H -4.34 2.75 -0.28
H -3.53 3.72 2.47
H 4.31 -6.76 -4.67
H -3.38 -2.08 0.02
H 1.13 -3.13 -0.99
H -0.44 -3.68 2.94
H 0.71 -1.97 -2.32
H -1.79 -2.07 5.18
H 8.80 2.10 -0.62
H 3.15 0.68 0.03
H -1.07 -2.08 -5.25
H -4.34 -2.05 2.55
H -0.91 3.32 0.89
H -1.42 -3.32 -7.32
H -0.54 -1.39 0.55
H 5.28 -5.62 -2.74
H -2.51 1.60 0.80
H 1.79 1.39 5.10
H -0.43 -4.68 -6.75
H -1.86 -2.62 2.81
H 0.34 1.12 -1.95
H -5.93 -2.24 1.70
H -4.21 3.14 -4.06
H -2.61 -1.03 1.27
H 2.96 -5.61 -4.74
H 7.15 0.31 -0.51
H -4.74 0.19 -1.70
H 8.32 -0.16 0.75
H -4.91 1.40 -3.95
H -4.29 3.99 -1.62
H -3.18 1.63 -4.40
H -0.98 0.69 0.52
H -5.24 5.29 3.18
H 3.85 0.15 4.75
H 4.73 -4.26 -3.76
```

Computed properties:
* Kohn-Sham gap (alpha / beta): 8.79 / 9.30 eV
* spin multiplicity: 2
* lowest unoccupied orbital energy (alpha / beta): 0.14 / 0.14 eV
* HOMO (alpha / beta): -8.6 / -9.2 eV

Results of the Löwdin charge analysis, in e, for atoms 1 through 99:
1 S 0.6283
2 S 0.6264
3 S 0.6215
4 S 0.6358
5 S 0.6578
6 S 0.6477
7 F -0.0609
8 O -0.2370
9 O -0.2100
10 O -0.2189
11 O -0.2348
12 O -0.2001
13 O -0.1686
14 O -0.1805
15 O -0.2573
16 O -0.2414
17 O -0.2572
18 O -0.2271
19 O -0.1842
20 O -0.2006
21 O -0.1904
22 O -0.2204
23 O -0.1974
24 O -0.0180
25 O -0.1916
26 O -0.2023
27 O -0.1827
28 O -0.1910
29 O -0.2201
30 O -0.1802
31 O -0.1874
32 O -0.1923
33 N -0.1060
34 C -0.1721
35 C -0.1668
36 C -0.0571
37 C -0.1635
38 C -0.0993
39 C -0.4222
40 C -0.1659
41 C -0.1672
42 C -0.0561
43 C -0.1676
44 C -0.1620
45 C -0.1702
46 C -0.0637
47 C -0.1457
48 C -0.1673
49 C -0.3539
50 C -0.1713
51 C -0.1035
52 C -0.1662
53 C -0.0397
54 C -0.0434
55 C -0.0234
56 C -0.1721
57 C -0.1722
58 C -0.1688
59 C 0.0855
60 C -0.3239
61 C -0.4449
62 C -0.0373
63 H 0.1388
64 H 0.1349
65 H 0.1332
66 H 0.0948
67 H 0.1390
68 H 0.1122
69 H 0.0859
70 H 0.1323
71 H 0.0963
72 H 0.0929
73 H 0.1360
74 H 0.0531
75 H 0.1099
76 H 0.1079
77 H 0.1132
78 H 0.1164
79 H 0.1379
80 H 0.0702
81 H 0.0608
82 H 0.1187
83 H 0.1393
84 H 0.1406
85 H 0.0959
86 H 0.1401
87 H 0.0991
88 H 0.1347
89 H 0.1352
90 H 0.0423
91 H 0.1341
92 H 0.0591
93 H 0.0937
94 H 0.1379
95 H 0.0897
96 H 0.1325
97 H 0.1126
98 H 0.0847
99 H 0.1345

- Which formula does entry 4 have?
  C3H2Cl2O